No. 1
Formula: C34H36N4O2PPt
Source: OMol25
Level of theory: ωB97M-V with the def2-TZVPD basis set

Summary:
energy: -2147.3185 Eh
E_HOMO: -10.33 eV
energy above the lowest of the compared OMol25 structures with the same formula, charge and spin: 0.0000 eV
F_max: 0.63 eV/A
Kohn-Sham gap: 0.300 hartree

Geometry as ORCA input:
```
! RIJCOSX wB97M-V def2-TZVPD def2/J DEFGRID3
* xyz 1 1
Pt -0.08021 0.15001 -0.80047
C 4.12511 -2.73276 2.18523
C 4.62311 -2.72126 0.88981
C 3.81998 -2.29977 -0.16045
C 2.51249 -1.88575 0.08846
C 2.01440 -1.91104 1.39100
C 2.81918 -2.33092 2.43700
P 1.40225 -1.38929 -1.24065
C 2.45776 -0.82285 -2.60666
C 2.23976 -1.27435 -3.90477
C 3.00530 -0.77789 -4.95264
C 3.98851 0.16755 -4.71107
C 4.21480 0.61966 -3.41614
C 3.45224 0.12776 -2.37136
C 0.47762 -2.77840 -1.88856
C 0.92822 -4.05558 -2.08390
C 0.07116 -5.00112 -2.68128
C -1.19871 -4.64650 -3.04479
C -1.69703 -3.34131 -2.81589
C -3.04589 -2.98670 -3.06557
C -3.49595 -1.75829 -2.68637
C -2.62696 -0.80888 -2.09486
C -1.28968 -1.05638 -1.89736
C -0.83735 -2.37858 -2.24067
H 4.75576 -3.05803 3.00239
H 5.63860 -3.04068 0.69568
H 4.21342 -2.28602 -1.16961
H 0.99278 -1.60170 1.57913
H 2.42935 -2.34511 3.44635
H 1.47441 -2.01404 -4.10141
H 2.83286 -1.13683 -5.95870
H 4.58605 0.54915 -5.52869
H 4.99024 1.34951 -3.22340
H 3.64941 0.46404 -1.36264
H 1.93010 -4.34126 -1.78552
H 0.41936 -6.01316 -2.84030
H -1.86016 -5.38187 -3.48772
H -3.71311 -3.71250 -3.51399
H -4.53786 -1.49827 -2.82749
H -3.06167 0.13130 -1.77938
C -2.64632 0.41733 5.86105
C -2.19987 1.85872 5.66373
N -1.46605 2.06634 4.40955
C -2.15637 2.76086 3.32936
C -3.27372 1.94081 2.69368
C -0.18090 1.64378 4.37926
O 0.38147 1.15242 5.34470
C 0.60852 1.77465 3.10203
C 1.86693 2.36333 3.14097
C 2.63513 2.37451 1.99262
C 2.14024 1.77114 0.84936
N 0.94460 1.18416 0.80863
C 0.19312 1.19721 1.92017
H -3.17081 0.31746 6.81179
H -1.78202 -0.24459 5.88017
H -3.31997 0.09607 5.06551
H -1.55254 2.16133 6.48591
H -3.05747 2.53192 5.64458
H -1.42463 3.05833 2.58039
H -2.57356 3.68297 3.74289
H -2.90793 0.97653 2.33726
H -3.70318 2.47930 1.84674
H -4.07451 1.74923 3.40815
H 2.23011 2.78840 4.06774
H 3.61461 2.83138 1.97575
H 2.71208 1.75341 -0.06529
H -0.76589 0.69999 1.85236
C -3.31564 2.88022 -3.49845
N -2.29730 2.29318 -2.64709
C -2.03922 2.63974 -1.38283
N -2.76005 3.64416 -0.82728
O -1.14790 2.07528 -0.70684
H -3.51859 2.19527 -4.31698
H -3.00012 3.83687 -3.91920
H -4.24448 3.01420 -2.94401
H -1.68004 1.59101 -3.02495
H -3.24720 4.30718 -1.40450
H -2.44019 3.96401 0.07035
*
```

=====

No. 2
Formula: C34H36N4O2PPt
Source: OMol25
Level of theory: ωB97M-V with the def2-TZVPD basis set

Summary:
energy: -2147.2630 Eh
E_HOMO: -10.51 eV
energy above the lowest of the compared OMol25 structures with the same formula, charge and spin: 1.5081 eV
F_max: 1.45 eV/A
Kohn-Sham gap: 0.277 hartree

Geometry as ORCA input:
```
! RIJCOSX wB97M-V def2-TZVPD def2/J DEFGRID3
* xyz 1 1
Pt 0.68151 -0.54985 -0.21201
C 6.41976 -3.01019 -1.74426
C 6.42314 -1.63720 -1.94499
C 5.35171 -0.86289 -1.51837
C 4.28571 -1.47525 -0.86567
C 4.27557 -2.85836 -0.67757
C 5.34355 -3.62368 -1.11480
P 2.93092 -0.50271 -0.19118
C 3.06494 1.10944 -1.02986
C 2.46737 1.23792 -2.28613
C 2.53771 2.43754 -2.97584
C 3.19708 3.52388 -2.41078
C 3.78730 3.40304 -1.16130
C 3.72633 2.19736 -0.47250
C 3.32543 -0.24044 1.54356
C 4.55611 -0.05387 2.10990
C 4.65536 0.10154 3.51334
C 3.53604 0.02092 4.29965
C 2.25742 -0.21276 3.73109
C 1.06508 -0.33567 4.49532
C -0.12617 -0.57545 3.87324
C -0.20454 -0.70061 2.45753
C 0.92585 -0.57858 1.70406
C 2.17315 -0.33248 2.33283
H 7.25612 -3.60610 -2.08552
H 7.26107 -1.16214 -2.43797
H 5.35685 0.20542 -1.68896
H 3.43598 -3.33319 -0.18260
H 5.33676 -4.69526 -0.96595
H 1.96684 0.38722 -2.73808
H 2.08364 2.52746 -3.95430
H 3.25073 4.46292 -2.94651
H 4.30644 4.24603 -0.72357
H 4.18388 2.10951 0.50528
H 5.45078 -0.02379 1.49788
H 5.62569 0.26196 3.96351
H 3.61610 0.11504 5.37607
H 1.11705 -0.24164 5.57305
H -1.03496 -0.66951 4.45328
H -1.17196 -0.88698 1.99791
C -7.19290 -2.01126 1.51991
C -6.32021 -2.96714 0.71969
N -5.47911 -2.28266 -0.27081
C -5.91870 -2.30029 -1.66431
C -7.11042 -1.39372 -1.94531
C -4.31880 -1.75817 0.17220
O -3.93091 -1.86483 1.32920
C -3.43104 -0.99775 -0.77695
C -3.81031 0.11974 -1.49529
C -2.85549 0.80279 -2.23882
C -1.54483 0.38653 -2.18513
N -1.15301 -0.66935 -1.44419
C -2.09363 -1.35677 -0.78446
H -7.83609 -2.57193 2.19910
H -7.82808 -1.40863 0.86986
H -6.56957 -1.34361 2.11479
H -6.92480 -3.69612 0.17935
H -5.65875 -3.50391 1.39681
H -6.18186 -3.33126 -1.90955
H -5.07689 -2.03476 -2.30000
H -8.02983 -1.80163 -1.52423
H -7.25511 -1.29003 -3.02142
H -6.96286 -0.39945 -1.52012
H -4.83566 0.46877 -1.46808
H -3.11979 1.67367 -2.82154
H -0.76500 0.91333 -2.71714
H -1.75695 -2.21859 -0.22206
C -0.58090 4.57752 -1.09305
N -0.07339 4.21737 0.21596
C 0.12372 2.92726 0.59598
N 0.55332 2.73882 1.87087
O -0.07308 1.98339 -0.17507
H 0.09869 5.26423 -1.59826
H -1.56425 5.04274 -1.02048
H -0.65940 3.66814 -1.68117
H 0.10719 4.95144 0.87758
H 0.66455 3.49366 2.52165
H 0.66687 1.79379 2.19572
*
```

=====

No. 3
Formula: C34H37AsN5O5S2Y
Source: OMol25
Level of theory: ωB97M-V with the def2-TZVPD basis set

Summary:
energy: -5038.4760 Eh
E_HOMO: -7.07 eV
energy above the lowest of the compared OMol25 structures with the same formula, charge and spin: 0.0000 eV
F_max: 0.56 eV/A
Kohn-Sham gap: 0.251 hartree

Geometry as ORCA input:
```
! RIJCOSX wB97M-V def2-TZVPD def2/J DEFGRID3
* xyz 0 1
Y -0.19549 -0.19245 0.27323
C -0.07348 4.77625 0.52168
O 1.30206 4.45984 0.72049
C 1.85678 3.86535 -0.39958
C 2.69941 4.60814 -1.19340
C 3.25969 4.05451 -2.34516
C 2.91633 2.76628 -2.68668
C 2.05823 1.98953 -1.89490
C 1.76826 0.65420 -2.38268
N 0.99897 -0.21160 -1.83856
N 0.98774 -1.43587 -2.51130
C 0.08771 -2.23499 -2.00312
O -0.70898 -1.94061 -1.03854
C -0.00304 -3.60756 -2.58282
C -0.93640 -4.49714 -2.06202
C -1.03553 -5.78478 -2.56905
C -0.20240 -6.19156 -3.60091
C 0.72975 -5.30461 -4.12606
C 0.82975 -4.01857 -3.62095
C 1.53930 2.50916 -0.68096
O 0.83337 1.82060 0.16680
H -0.44259 5.20034 1.45563
H -0.64780 3.88312 0.26221
H -0.18160 5.51873 -0.27350
H 2.90511 5.63127 -0.90232
H 3.92616 4.63568 -2.96725
H 3.31411 2.32264 -3.59288
H 2.27243 0.35812 -3.30385
H -1.58013 -4.15846 -1.26134
H -1.76689 -6.47074 -2.16037
H -0.27988 -7.19565 -3.99865
H 1.37852 -5.61799 -4.93432
H 1.54662 -3.31564 -4.02203
C -4.85128 3.01330 -1.16509
S -5.18426 1.59198 -0.11504
C -3.60959 0.81758 0.04531
S -2.20790 1.53033 -0.62961
N -3.70284 -0.21307 0.84377
N -2.51331 -0.84106 1.09372
C -2.59996 -1.80482 1.92627
C -1.43380 -2.60215 2.30660
C -1.59514 -3.66720 3.18633
C -0.49586 -4.43678 3.52484
C 0.73180 -4.12205 2.96989
C 0.80816 -3.03806 2.10682
N -0.23851 -2.28725 1.78654
H -5.81969 3.49518 -1.29839
H -4.45849 2.70632 -2.13053
H -4.15842 3.70432 -0.69229
H -3.56394 -2.05553 2.36585
H -2.57662 -3.88557 3.58580
H -0.59930 -5.27314 4.20373
H 1.61795 -4.70042 3.18933
H 1.74824 -2.75880 1.64949
C 3.18325 1.09462 1.75683
C 3.14097 0.01301 0.71860
O 2.17583 -0.74228 0.65502
C 4.25967 -0.14303 -0.23772
C 4.23060 -1.20849 -1.13850
C 5.23901 -1.34409 -2.07691
C 6.27512 -0.42014 -2.12360
C 6.30975 0.64043 -1.22757
C 5.30550 0.77809 -0.28508
H 2.28312 1.02232 2.36154
H 3.21469 2.07218 1.27167
H 4.07527 0.98896 2.37740
H 3.40534 -1.90879 -1.11350
H 5.20974 -2.16560 -2.78068
H 7.05816 -0.52484 -2.86382
H 7.11357 1.36316 -1.27078
H 5.32582 1.61574 0.39908
C -1.10851 1.09949 5.24013
As -0.77525 1.71722 3.44825
C 0.58786 3.05843 3.56500
C -2.40245 2.51490 2.82479
O -0.28146 0.41912 2.54311
H -1.22574 1.94075 5.92185
H -0.26141 0.48786 5.54541
H -2.01251 0.49299 5.24403
H 0.16741 3.97823 3.97119
H 0.98081 3.23340 2.56288
H 1.38029 2.70125 4.22138
H -2.75468 3.24685 3.55121
H -3.14416 1.72708 2.69285
H -2.21735 2.98348 1.86014
*
```